[1]
ORCA calculation (ωB97M-V/def2-TZVPD) on a cluster of 2 separate species, C4H9NP in total.

Properties
ΔE to the lowest compared entry with this formula, charge and spin = 613.1 kJ/mol
total charge = +1
frontier orbital gap (alpha / beta) = 5.0 / 8.6 eV
electronic energy = -553.41567 Eh

```
15
Properties=species:S:1:pos:R:3:forces:R:3
C 1.83035 -2.00447 0.07930 -1.4 -2.1 1.4
C -1.63313 1.68756 -0.41359 2.4 -1.1 -3.9
C -0.97197 0.92475 0.64256 2.0 0.4 -0.4
C 2.40332 -0.75313 -0.37047 -0.1 -2.1 -1.2
N -2.33649 0.62058 0.33172 -2.6 2.6 1.1
P 0.61284 -2.55319 1.02792 -0.3 1.0 -0.2
H 2.32638 -2.91825 -0.21147 0.6 -0.5 -0.4
H -1.73805 2.76670 -0.40148 -1.0 -0.1 0.9
H -1.49696 1.37632 -1.52958 -0.1 0.4 2.1
H -0.67421 1.51832 1.52347 -0.6 -1.0 0.0
H 3.41073 -1.03694 -0.59879 0.6 0.9 -0.9
H 2.33218 -0.13590 0.42742 0.1 2.5 2.2
H 1.70063 -0.47761 -1.13210 0.4 0.8 -1.0
H -3.05532 1.07551 0.88989 -0.3 -0.7 0.4
H -2.71030 -0.09026 -0.26479 0.3 -1.0 -0.1
```
Positions in Å, forces in eV/Å.

[2]
ORCA calculation (ωB97M-V/def2-TZVPD) on the molecule C5H9NO.

Properties
ΔE to the lowest compared entry with this formula, charge and spin = 314.5 kJ/mol
frontier orbital gap = 8.8 eV
electronic energy = -325.81777 Eh

```
16
Properties=species:S:1:pos:R:3:forces:R:3
C 1.86553 -0.24326 0.12846 -0.3 0.0 0.3
C 0.50624 0.50248 0.17209 -1.0 -0.1 0.7
C -0.55077 0.02048 -0.79424 -0.4 0.3 -0.3
O -0.46338 -1.37768 -1.00673 0.2 -0.1 -0.3
C -1.90040 0.26237 -0.09522 0.0 0.0 -0.1
C -1.69606 0.12354 1.41150 1.1 0.1 0.0
N -0.40999 0.28464 1.53404 2.1 0.3 -3.3
H 2.37081 -0.20864 -0.85652 -0.6 0.2 0.3
H 2.59607 0.18618 0.82425 -0.3 0.0 0.0
H 1.73776 -1.29996 0.37579 0.0 0.1 0.1
H 0.69320 1.58570 0.07013 -0.3 -0.4 0.1
H 0.31433 0.26755 2.20240 -0.6 -0.2 2.2
H -0.53112 0.57621 -1.73628 0.2 -0.1 -0.1
H 0.37256 -1.56444 -1.45070 -0.2 -0.1 0.0
H -2.65765 -0.40749 -0.51639 0.1 0.1 0.3
H -2.24711 1.29235 -0.26259 0.0 -0.1 0.0
```
Positions in Å, forces in eV/Å.

[3]
ORCA calculation (ωB97M-V/def2-TZVPD) on a cluster of 2 separate species, C29H39BrFINO6 in total.

Properties
total charge = +1
frontier orbital gap = 6.6 eV
electronic energy = -4605.47078 Eh

```
78
Properties=species:S:1:pos:R:3:forces:R:3
C 3.42723 0.64475 3.92524 -0.4 0.7 -0.9
C 4.55091 1.80799 3.77149 -0.1 -0.7 0.8
O 3.96831 3.14871 3.79078 0.1 -1.6 -1.5
C 3.18502 3.33810 2.58063 -1.3 -0.2 -0.9
C 1.57617 3.21835 2.83468 1.3 0.5 -0.6
O 1.01756 2.87025 1.52151 -0.3 -1.0 1.8
C 0.26886 1.62199 1.60790 -0.9 0.8 -1.0
C -0.62929 1.56260 0.26195 -1.1 0.0 -0.9
C -2.13889 1.99528 0.40175 1.3 -1.2 -3.4
F -2.62981 2.38923 1.69882 1.2 -1.0 -3.3
C -3.07793 1.95597 -0.85981 3.1 -0.9 1.0
C -4.60016 2.41517 -0.68693 0.6 0.9 0.1
C -5.37271 1.75134 0.55220 -1.0 -0.9 -0.1
C -5.22819 0.16015 0.67286 -0.2 0.6 1.2
O -6.80024 2.04935 0.33838 0.8 -0.6 0.1
C -2.44108 1.46659 -2.22609 1.2 0.5 1.4
C -3.43569 1.39781 -3.47585 -1.0 -0.3 0.3
C -4.53830 0.20938 -3.30609 0.5 -0.5 0.2
C -3.84793 -1.26124 -3.19111 -1.2 -0.4 -0.2
C -4.45465 -2.11383 -1.95207 -0.5 0.3 0.3
O -4.17283 -3.54141 -2.07281 -0.2 0.8 0.7
C -0.94611 1.07460 -2.36358 -0.5 0.6 3.1
C -0.01438 1.12224 -1.08481 -3.2 0.5 -0.2
C 1.53847 0.71135 -1.25993 1.0 1.2 1.0
O 2.43431 1.29190 -0.58180 -3.1 -2.6 -2.4
C 1.86104 -0.42525 -2.35815 0.7 -1.8 -1.7
C 3.06951 -1.41527 -2.17831 -2.1 0.2 -2.8
C 4.04362 -1.39506 -0.91161 0.2 -0.4 0.4
C 4.38401 -2.87017 -0.32336 -0.4 -0.5 0.3
C 3.71435 -3.11432 1.14858 -0.5 0.2 -1.4
I 5.40837 -3.06843 2.57584 -1.1 -0.1 0.0
C 3.31779 -2.45705 -3.33411 -2.5 1.9 -0.4
C 2.42407 -2.56939 -4.59734 -0.4 3.1 3.5
C 1.22435 -1.54985 -4.72366 2.0 0.0 2.3
Br 0.11198 -1.71913 -6.34340 1.0 0.2 1.6
C 0.93812 -0.48185 -3.64123 2.3 -1.9 1.3
C -0.23151 0.61834 -3.71360 -0.2 0.5 -2.5
O -0.49263 1.09140 -4.84861 0.5 -1.5 4.1
H 2.62634 0.92582 4.70862 1.5 -0.4 -1.0
H 2.87729 0.61467 2.90662 0.8 -0.3 1.7
H 3.88587 -0.39238 4.13547 -0.5 1.6 -0.4
H 5.15440 1.60973 2.80736 -0.9 0.4 1.4
H 5.25288 1.72850 4.66988 -0.9 0.4 -1.3
H 3.43064 2.54329 1.78495 -0.3 1.1 1.2
H 3.35102 4.35887 2.07839 0.1 -1.4 1.1
H 1.34311 2.42796 3.63160 0.2 1.3 -1.1
H 1.20097 4.25998 3.11487 0.2 -1.6 -0.1
H 0.95891 0.71421 1.71643 -0.9 1.2 -0.3
H -0.40901 1.71281 2.52496 0.7 -0.5 -1.4
H -4.56376 3.55440 -0.47026 0.0 -1.8 -0.3
H -5.21787 2.32890 -1.66051 1.1 -0.2 1.8
H -5.11826 2.23709 1.56297 0.1 -0.7 -1.7
H -5.83573 -0.14931 1.61211 1.0 0.5 -1.4
H -4.13708 -0.09098 0.90071 -1.5 0.1 -0.6
H -5.68208 -0.42558 -0.19597 0.9 1.1 1.0
H -7.33408 1.24762 0.51900 0.6 0.7 -0.1
H -4.05696 2.36762 -3.60048 1.3 -1.4 0.4
H -2.92685 1.22244 -4.48135 -0.3 0.3 1.7
H -5.18843 0.32837 -2.37397 0.9 0.2 -1.3
H -5.22360 0.25382 -4.22928 1.0 -0.1 1.5
H -4.17309 -1.83030 -4.13260 0.8 0.6 1.3
H -2.71095 -1.17177 -3.15809 -1.5 -0.3 0.1
H -5.61198 -2.02498 -1.89945 1.8 0.3 -0.4
H -4.07246 -1.75157 -0.93339 -0.3 -0.3 -1.5
H -4.49602 -3.96020 -1.23933 0.4 0.5 -1.1
H 5.06637 -0.91194 -1.15921 -1.9 -0.5 0.2
H 3.58838 -0.81364 -0.02023 0.7 -0.6 -1.8
H 5.51320 -3.05012 -0.21477 -1.7 0.5 -0.4
H 3.99329 -3.71588 -0.99486 0.5 1.4 0.9
H 2.97027 -2.29032 1.43100 1.3 -1.1 -0.3
H 3.15491 -4.10992 1.17641 1.2 1.3 0.3
H 4.21853 -3.15986 -3.22703 -1.6 1.2 -0.3
H 2.67253 -3.34388 -5.39821 -0.6 1.4 1.3
N 3.61721 -2.63487 6.09264 -0.2 0.0 0.2
H 3.89058 -2.71590 5.10466 0.2 0.0 -0.3
H 2.90034 -1.90904 6.19026 0.1 0.0 0.0
H 3.24280 -3.53118 6.41811 0.1 0.1 0.0
H 4.43668 -2.38307 6.65355 -0.1 0.0 -0.1
```
Positions in Å, forces in eV/Å.

[4]
ORCA calculation (ωB97M-V/def2-TZVPD) on a structure of composition C34H47BBiN9O2.

Properties
ΔE to the lowest compared entry with this formula, charge and spin = 0.0 kJ/mol
total charge = +2
frontier orbital gap (alpha / beta) = 7.0 / 6.9 eV
electronic energy = -2206.02201 Eh

```
94
Properties=species:S:1:pos:R:3:forces:R:3
Bi 0.17295 -0.14254 0.78540 0.0 0.8 0.0
C -1.81251 4.14161 -2.16736 0.0 0.0 0.1
C -1.94162 2.88721 -1.37283 -0.1 0.0 0.0
C -3.08381 2.13308 -1.13575 0.0 0.0 -0.1
C -2.70900 1.08581 -0.30855 -0.1 0.0 0.0
N -1.38252 1.19321 -0.07914 0.1 0.0 0.1
N -0.92296 2.30770 -0.72587 0.1 0.0 -0.2
B 0.48813 2.88801 -0.45163 0.0 0.0 0.3
N 0.66918 2.99501 1.07517 0.0 0.2 -0.2
N 0.55838 1.91200 1.90777 -0.2 -0.2 -0.6
C 0.74295 2.34779 3.15751 0.3 0.0 0.4
C 1.00659 3.71284 3.12834 -0.1 0.2 -0.2
C 0.93832 4.09652 1.79585 0.0 -0.1 0.3
C 1.11231 5.46047 1.21726 0.0 -0.1 -0.1
C 0.67450 1.46082 4.37478 -0.2 0.1 0.4
C 1.05320 2.26739 5.62693 0.2 0.0 -0.2
C -0.77636 0.95864 4.57313 0.1 -0.6 -0.3
C 1.66756 0.30072 4.24279 -0.1 0.1 -0.1
N 1.59101 1.94710 -0.99271 -0.1 0.0 -0.2
N 1.80564 0.73136 -0.41566 0.0 -0.1 0.1
C 2.96189 0.22283 -0.89368 0.1 0.0 0.0
C 3.47090 1.13000 -1.81108 0.0 0.0 0.0
C 2.58858 2.20580 -1.84627 0.0 -0.1 0.0
C 2.68215 3.45750 -2.64954 0.0 0.0 0.1
C 3.61465 -1.03414 -0.36122 0.0 0.0 0.1
C 3.87336 -0.84008 1.14284 0.0 0.0 -0.1
C 2.74229 -2.27708 -0.56700 0.1 0.1 -0.1
C 4.94918 -1.25232 -1.07788 0.0 0.0 0.0
C -3.61581 0.08586 0.37023 0.0 -0.1 0.1
C -3.51859 0.31733 1.88911 0.0 -0.1 -0.1
C -5.06199 0.31994 -0.07403 0.0 0.0 0.0
C -3.23664 -1.35993 0.03105 -0.1 0.1 0.0
H -2.73518 4.32090 -2.71326 0.0 0.0 0.0
H -0.98979 4.08413 -2.87862 0.0 0.0 0.0
H -1.63080 4.99710 -1.51594 0.0 0.0 0.0
H -4.06969 2.34599 -1.50910 0.0 0.0 0.0
H 0.59114 3.95641 -0.95390 0.0 0.0 -0.1
H 1.20067 4.36040 3.96445 0.0 0.0 0.0
H 1.32810 6.16414 2.01691 0.0 0.0 0.0
H 0.20841 5.78959 0.70448 0.0 0.0 0.0
H 1.93367 5.48994 0.50143 0.0 0.0 0.0
H 0.35051 3.08213 5.80208 0.0 0.0 0.0
H 2.06001 2.68144 5.54664 0.0 0.0 0.0
H 1.03388 1.60684 6.49249 0.0 0.0 0.0
H -1.51825 1.60303 4.10268 0.0 0.2 0.2
H -1.01374 0.82897 5.62811 0.0 0.2 0.0
H -0.90408 -0.04081 4.15087 0.0 0.1 -0.2
H 2.67881 0.67625 4.07993 0.0 0.0 0.0
H 1.40543 -0.36189 3.40778 0.1 0.0 0.1
H 1.66722 -0.30107 5.15186 0.0 -0.1 0.0
H 4.38110 1.03963 -2.37715 0.0 0.0 0.0
H 3.48517 3.36326 -3.37589 0.0 0.0 0.0
H 2.89774 4.31547 -2.01185 0.0 0.0 0.0
H 1.75240 3.66090 -3.17899 0.0 0.0 0.0
H 2.93807 -0.75675 1.70916 0.1 0.0 0.0
H 4.46010 0.06015 1.32793 0.0 0.0 0.0
H 4.42421 -1.69416 1.53790 0.0 0.0 0.0
H 1.85548 -2.26267 0.07608 0.0 -0.1 0.0
H 3.31338 -3.16651 -0.30031 0.0 0.0 0.1
H 2.42241 -2.37487 -1.60558 0.0 0.0 0.0
H 5.62191 -0.40703 -0.93241 0.0 0.0 0.0
H 4.80346 -1.40500 -2.14838 0.0 0.0 0.0
H 5.43659 -2.13971 -0.67517 0.0 0.0 0.0
H -3.66535 1.36910 2.13517 0.0 0.0 0.0
H -2.54721 -0.00059 2.28359 0.0 0.1 0.0
H -4.28327 -0.26639 2.40293 0.0 0.0 0.0
H -5.40138 1.32429 0.17992 0.0 0.0 0.0
H -5.71325 -0.39070 0.43367 0.0 0.0 0.0
H -5.17687 0.17110 -1.14897 0.0 0.0 0.0
H -2.28309 -1.64555 0.47935 0.0 0.0 0.0
H -3.18406 -1.51188 -1.04881 0.0 0.0 0.0
H -3.99348 -2.03362 0.43436 0.0 0.0 0.0
O -1.23987 -2.17720 2.63627 0.7 -0.3 1.1
O -0.51560 -2.27347 3.60522 -0.8 -0.1 -1.0
N -2.07862 -9.36252 -4.38831 0.0 0.0 0.0
C -1.87145 -8.27306 -4.09341 0.0 0.0 0.0
C -1.61232 -6.91126 -3.70987 0.0 0.0 0.0
C -1.73358 -6.53539 -2.37428 0.0 0.0 0.0
C -1.49298 -5.22636 -2.00042 0.0 0.0 0.1
C -1.11181 -4.29888 -2.95914 0.0 -0.1 0.0
C -0.98536 -4.66474 -4.28937 0.1 0.0 0.0
C -1.24368 -5.97079 -4.66634 0.0 0.0 0.0
N -0.83576 -2.94436 -2.57047 0.0 0.0 0.0
C -0.88847 -1.82721 -3.37715 -0.1 0.0 0.0
C -0.56267 -0.76816 -2.59553 0.1 0.2 0.1
N -0.30252 -1.21922 -1.32169 0.0 -0.4 0.1
C -0.47840 -2.53081 -1.34493 0.0 0.1 -0.2
H -2.02287 -7.26787 -1.63392 0.0 0.0 0.0
H -1.62983 -4.94187 -0.96549 0.0 0.0 0.0
H -0.67153 -3.94913 -5.03674 0.0 0.0 0.0
H -1.15287 -6.26439 -5.70270 0.0 0.0 0.0
H -1.16880 -1.86779 -4.41392 0.0 0.0 0.0
H -0.49956 0.27549 -2.85533 0.0 0.0 0.0
H -0.34372 -3.19344 -0.50587 0.0 -0.1 -0.1
```
Positions in Å, forces in eV/Å.